(w)
2 unconnected molecules or ions with the total composition CH4O2S, computed with the ωB97M-V functional and the def2-TZVPD basis.

Each line ends with the Löwdin charge.
CARTESIAN COORDINATES (ANGSTROEM)
C (0.393, -0.625, -0.144)  -0.094
O (0.363, -1.915, 0.533)  -0.051
O (-0.302, 1.964, -1.180)  -0.636
S (-0.510, 1.634, 0.198)  0.793
H (1.286, -0.145, -0.274)  0.022
H (0.782, -1.704, 1.369)  0.078
H (-0.230, -0.528, -0.915)  -0.010
H (-1.782, 1.318, 0.414)  -0.101


(x)
2 unconnected molecules or ions with the total composition CH4O2S, computed with the ωB97M-V functional and the def2-TZVPD basis.

Each line ends with the Löwdin charge.
CARTESIAN COORDINATES (ANGSTROEM)
C (-1.661, 0.175, -0.402)  0.077
O (1.961, -0.843, -0.709)  -0.437
O (1.582, 1.355, 0.551)  -0.423
S (1.250, -0.031, 0.257)  0.729
H (-1.142, 0.371, -1.351)  0.004
H (-2.076, -0.803, -0.335)  -0.014
H (-1.421, 0.699, 0.494)  -0.031
H (1.506, -0.922, 1.495)  0.095


The data favor (w); the next most stable structure lies 15.0 kcal/mol above it.


(w)
9 unconnected molecules or ions with the total composition C16H54N4O9, computed with the ωB97M-V functional and the def2-TZVPD basis.

Calculated values
- SMILES string = COC[C@H](C)N.COC[C@H](C)N.COC[C@H](C)N.COC[C@H](C)N.O.O.O.O.O

Each line ends with the Löwdin charge.
CARTESIAN COORDINATES (ANGSTROEM)
C (13.614, -3.893, 10.541)  -0.110
O (12.622, -4.141, 9.581)  -0.181
C (13.069, -4.487, 8.286)  -0.216
C (13.831, -3.399, 7.535)  -0.415
C (12.953, -2.186, 7.178)  -0.062
N (14.303, -3.995, 6.254)  0.034
H (14.013, -4.788, 11.031)  0.088
H (13.159, -3.268, 11.308)  0.089
H (14.470, -3.360, 10.119)  0.078
H (13.758, -5.329, 8.424)  0.121
H (12.261, -4.814, 7.634)  0.102
H (14.714, -3.064, 8.084)  0.122
H (12.122, -2.390, 6.502)  0.068
H (13.522, -1.321, 6.837)  0.075
H (12.516, -1.873, 8.140)  0.078
H (14.280, -3.226, 5.593)  0.058
H (13.532, -4.561, 5.891)  0.050
C (8.725, -7.104, 2.201)  -0.073
O (9.236, -6.182, 3.166)  -0.246
C (8.360, -5.161, 3.583)  -0.194
C (9.087, -4.367, 4.673)  -0.435
C (9.228, -5.043, 6.041)  -0.043
N (8.446, -3.045, 4.827)  0.032
H (7.862, -7.651, 2.572)  0.094
H (9.562, -7.745, 1.925)  0.085
H (8.558, -6.545, 1.276)  0.093
H (8.165, -4.550, 2.689)  0.126
H (7.401, -5.567, 3.925)  0.133
H (10.110, -4.254, 4.293)  0.133
H (9.887, -5.908, 5.951)  0.068
H (8.334, -5.181, 6.643)  0.082
H (9.865, -4.345, 6.600)  0.063
H (9.066, -2.515, 5.439)  0.065
H (8.610, -2.568, 3.940)  0.070
C (18.745, -9.895, 6.622)  -0.103
O (18.084, -10.453, 5.512)  -0.180
C (16.906, -9.847, 5.072)  -0.205
C (17.149, -8.417, 4.529)  -0.434
C (15.845, -7.731, 4.147)  -0.067
N (18.039, -8.514, 3.369)  0.027
H (18.510, -10.469, 7.518)  0.089
H (18.355, -8.890, 6.836)  0.079
H (19.803, -9.684, 6.473)  0.088
H (16.436, -10.343, 4.223)  0.125
H (16.155, -9.796, 5.866)  0.125
H (17.732, -7.767, 5.193)  0.122
H (15.952, -6.824, 3.550)  0.077
H (15.224, -7.391, 4.986)  0.060
H (15.119, -8.361, 3.620)  0.069
H (18.726, -9.248, 3.554)  0.069
H (18.691, -7.734, 3.329)  0.070
C (10.805, -14.229, 3.676)  -0.112
O (11.550, -13.029, 3.643)  -0.189
C (11.117, -12.059, 4.579)  -0.211
C (11.934, -10.785, 4.466)  -0.398
C (13.427, -10.968, 4.820)  -0.034
N (11.372, -9.681, 5.267)  0.027
H (11.129, -14.945, 4.434)  0.087
H (11.011, -14.623, 2.678)  0.089
H (9.726, -14.054, 3.730)  0.084
H (10.045, -11.865, 4.416)  0.119
H (11.134, -12.537, 5.570)  0.133
H (11.889, -10.397, 3.441)  0.137
H (13.947, -11.681, 4.185)  0.084
H (13.476, -11.316, 5.852)  0.077
H (13.866, -9.975, 4.718)  0.055
H (11.833, -8.855, 4.887)  0.029
H (10.389, -9.590, 5.034)  0.088
O (12.514, -7.005, 6.560)  -0.059
H (12.234, -7.870, 6.893)  0.006
H (13.479, -7.026, 6.610)  0.039
O (14.540, -8.354, 9.340)  -0.079
H (13.808, -8.786, 8.859)  -0.020
H (14.535, -8.758, 10.213)  0.029
O (10.561, -8.387, 9.205)  -0.044
H (9.750, -8.276, 9.713)  0.053
H (11.104, -7.622, 9.439)  0.053
O (12.664, -9.892, 7.866)  -0.095
H (12.206, -9.887, 6.996)  -0.003
H (11.973, -9.649, 8.504)  0.014
O (11.815, -7.506, 3.538)  -0.058
H (10.903, -7.178, 3.497)  0.013
H (12.304, -6.799, 3.975)  0.040


(x)
9 unconnected molecules or ions with the total composition C16H54N4O9, computed with the ωB97M-V functional and the def2-TZVPD basis.

Calculated values
- SMILES string = COC[C@H](C)N.COC[C@H](C)N.COC[C@H](C)N.COC[C@H](C)N.O.O.O.O.O

Each line ends with the Löwdin charge.
CARTESIAN COORDINATES (ANGSTROEM)
C (9.031, 14.617, 8.073)  -0.127
O (7.892, 14.312, 8.834)  -0.195
C (6.730, 15.040, 8.413)  -0.210
C (5.645, 14.865, 9.421)  -0.412
C (5.369, 13.365, 9.663)  -0.067
N (4.418, 15.513, 8.858)  0.021
H (8.993, 14.211, 7.054)  0.082
H (9.766, 13.994, 8.587)  0.080
H (9.306, 15.675, 8.089)  0.087
H (7.028, 16.097, 8.320)  0.129
H (6.475, 14.719, 7.392)  0.133
H (5.833, 15.337, 10.382)  0.136
H (4.926, 12.928, 8.764)  0.078
H (4.656, 13.208, 10.475)  0.073
H (6.280, 12.821, 9.917)  0.069
H (4.296, 15.235, 7.887)  0.062
H (3.610, 15.090, 9.310)  0.062
C (12.652, 18.186, 2.565)  -0.102
O (11.425, 18.445, 3.203)  -0.169
C (10.966, 17.356, 3.932)  -0.254
C (9.535, 17.583, 4.387)  -0.430
C (9.432, 18.542, 5.559)  -0.064
N (8.920, 16.317, 4.795)  0.045
H (13.418, 17.919, 3.302)  0.076
H (12.960, 19.104, 2.067)  0.090
H (12.559, 17.401, 1.807)  0.093
H (10.977, 16.385, 3.412)  0.123
H (11.630, 17.220, 4.811)  0.128
H (8.984, 18.050, 3.567)  0.144
H (9.926, 18.140, 6.455)  0.073
H (8.408, 18.767, 5.847)  0.076
H (9.945, 19.478, 5.321)  0.082
H (8.909, 15.590, 4.094)  0.070
H (9.413, 15.988, 5.617)  0.030
C (18.311, 11.807, 5.088)  -0.116
O (18.177, 13.112, 4.593)  -0.191
C (16.891, 13.651, 4.863)  -0.215
C (16.684, 14.835, 3.940)  -0.456
C (15.347, 15.521, 4.210)  -0.058
N (16.823, 14.478, 2.547)  0.060
H (17.973, 11.750, 6.137)  0.088
H (19.372, 11.565, 5.138)  0.089
H (17.734, 11.103, 4.485)  0.072
H (16.061, 12.953, 4.656)  0.101
H (16.852, 13.848, 5.942)  0.134
H (17.460, 15.561, 4.217)  0.135
H (14.564, 14.767, 4.327)  0.066
H (15.111, 16.141, 3.340)  0.067
H (15.420, 16.229, 5.033)  0.080
H (17.407, 13.645, 2.495)  0.055
H (15.930, 14.130, 2.192)  0.074
C (16.891, 10.816, 1.074)  -0.098
O (15.514, 11.108, 1.214)  -0.193
C (14.851, 10.330, 2.194)  -0.208
C (13.426, 10.778, 2.294)  -0.447
C (12.738, 10.815, 0.954)  -0.067
N (13.232, 12.062, 2.991)  0.052
H (17.294, 10.378, 1.989)  0.076
H (17.414, 11.741, 0.829)  0.083
H (17.057, 10.149, 0.220)  0.088
H (14.876, 9.272, 1.893)  0.131
H (15.402, 10.408, 3.144)  0.115
H (12.831, 10.049, 2.877)  0.133
H (13.225, 11.530, 0.294)  0.079
H (11.707, 11.142, 1.090)  0.075
H (12.735, 9.815, 0.515)  0.083
H (13.801, 12.069, 3.838)  0.028
H (12.281, 12.194, 3.298)  0.022
O (14.285, 11.677, 5.957)  -0.068
H (13.609, 11.951, 6.607)  0.003
H (14.750, 10.959, 6.396)  0.046
O (10.738, 12.000, 4.615)  -0.048
H (11.293, 11.390, 5.124)  0.059
H (9.850, 11.632, 4.670)  0.073
O (12.178, 12.028, 7.846)  -0.045
H (11.868, 11.320, 8.418)  0.063
H (11.977, 12.843, 8.333)  0.024
O (12.329, 14.889, 8.445)  -0.074
H (12.075, 14.581, 7.555)  -0.024
H (11.802, 15.683, 8.571)  0.036
O (11.522, 14.384, 5.894)  -0.053
H (11.979, 14.937, 5.250)  0.048
H (11.456, 13.507, 5.482)  0.015


The data favor (x); the next most stable structure lies 15.6 kcal/mol above it.


(w)
A single CH4N2O2S molecule, computed with the ωB97M-V functional and the def2-TZVPD basis.

Calculated values
- SMILES string = O=C(NO)NS

Each line ends with the Löwdin charge.
CARTESIAN COORDINATES (ANGSTROEM)
O (0.315, 1.901, -0.006)  -0.001
C (-0.087, 0.712, -0.035)  -0.722
N (-1.386, 0.469, 0.022)  0.084
O (-1.574, -1.019, -0.123)  -0.169
N (0.642, -0.392, -0.205)  -0.317
S (2.390, -0.285, 0.108)  0.704
H (-2.074, 0.988, 0.543)  0.152
H (-1.505, -1.717, 0.813)  0.231
H (0.308, -1.389, -0.337)  0.112
H (2.969, 0.732, -0.780)  -0.075


(x)
2 unconnected molecules or ions with the total composition CH4N2O2S, computed with the ωB97M-V functional and the def2-TZVPD basis.

Each line ends with the Löwdin charge.
CARTESIAN COORDINATES (ANGSTROEM)
C (0.837, -0.586, -0.727)  -0.149
N (1.445, 1.021, 0.759)  0.079
N (0.591, 0.659, -0.049)  -0.167
O (-2.898, 0.864, 1.006)  -0.426
O (-1.767, -1.161, 0.373)  -0.443
S (-2.272, 0.126, -0.044)  0.859
H (0.705, -1.389, -0.025)  0.065
H (0.214, -0.726, -1.475)  -0.005
H (2.019, -0.658, -1.033)  0.144
H (1.125, 1.849, 1.213)  0.044


(y)
2 unconnected molecules or ions with the total composition CH4N2O2S, computed with the ωB97M-V functional and the def2-TZVPD basis.

Each line ends with the Löwdin charge.
CARTESIAN COORDINATES (ANGSTROEM)
C (0.328, -0.621, -0.252)  -0.309
N (-0.157, -1.221, -1.297)  0.036
N (-0.280, -0.891, 0.938)  0.024
O (0.471, 1.869, 1.629)  -0.484
O (0.786, 2.826, -0.667)  -0.451
S (1.334, 2.172, 0.483)  0.853
H (-1.078, -1.695, -1.302)  0.110
H (0.063, -0.679, -2.107)  0.079
H (-1.139, -1.596, 1.002)  0.144
H (-0.328, -0.164, 1.572)  -0.003


(z)
2 unconnected molecules or ions with the total composition CH4N2O2S, computed with the ωB97M-V functional and the def2-TZVPD basis.

Each line ends with the Löwdin charge.
CARTESIAN COORDINATES (ANGSTROEM)
C (-0.225, 0.033, -0.329)  -0.824
H (-1.117, -1.867, 0.629)  0.025
H (-1.309, 0.723, 1.407)  0.271
H (0.261, 2.054, -0.031)  0.163
H (2.445, -0.461, -0.940)  0.295
N (-1.112, -0.175, 0.632)  -0.182
N (0.705, 1.067, -0.082)  -0.135
O (-1.818, -1.253, 0.796)  -0.015
O (1.943, 1.209, -0.915)  -0.282
S (0.227, -1.331, -1.167)  0.684


The data favor (y); the next most stable structure lies 16.9 kcal/mol above it.


(w)
A molecular structure, C3H9N2O3, computed with the ωB97M-V functional and the def2-TZVPD basis.

Calculated values
- net charge = -1

Each line ends with the Löwdin charge.
CARTESIAN COORDINATES (ANGSTROEM)
O (-1.864, 2.026, -1.257)  -0.075
C (-0.945, 1.356, -0.741)  -0.605
N (0.335, 1.683, -0.785)  0.082
C (-1.402, 0.286, 0.227)  -0.163
N (-0.469, -0.457, 1.076)  -0.069
C (-0.023, -1.768, 0.617)  -0.327
O (0.620, -1.790, -0.643)  -0.116
H (1.386, 0.967, -0.675)  0.042
H (0.503, 2.455, -1.425)  0.069
H (-2.020, -0.444, -0.319)  0.118
H (-2.135, 0.653, 0.956)  0.105
H (0.415, 0.028, 1.190)  0.068
H (-0.887, -2.435, 0.516)  0.104
H (0.705, -2.082, 1.360)  0.098
H (2.470, 0.483, 0.643)  0.010
H (1.223, -1.025, -0.595)  -0.042
O (2.089, 0.064, -0.147)  -0.299


(x)
2 unconnected molecules or ions with the total composition C3H9N2O3, computed with the ωB97M-V functional and the def2-TZVPD basis.

Calculated values
- net charge = -1

Each line ends with the Löwdin charge.
CARTESIAN COORDINATES (ANGSTROEM)
C (1.702, 0.580, -0.199)  -0.252
N (0.625, 0.726, -1.083)  0.012
C (-0.591, 0.128, -0.691)  -0.763
O (-0.540, -0.693, 0.267)  -0.127
O (-1.564, 0.401, -1.391)  -0.033
C (1.541, 1.495, 1.107)  -0.246
N (0.438, 0.879, 1.866)  -0.034
H (2.587, 0.640, -0.815)  0.091
H (1.720, -0.431, 0.147)  0.098
H (0.550, 1.646, -1.532)  0.128
H (2.541, 1.528, 1.558)  0.072
H (1.175, 2.496, 0.742)  0.102
H (0.017, 0.042, 1.498)  -0.023
H (-0.409, 1.481, 2.008)  0.073
H (-1.853, -2.111, -0.015)  0.049
H (-0.598, -2.867, -0.123)  -0.007
O (-1.532, -3.067, -0.157)  -0.139


The data favor (x); the next most stable structure lies 11.5 kcal/mol above it.